{
  "formula": "C42H36F3N3ORuSSb2",
  "method": "ωB97M-V/def2-TZVPD",
  "gap_ev": [7.1, 5.0],
  "total_energy_ev": -85284.6243,
  "spin_multiplicity": 5,
  "total_charge": 2,
  "e_above_lowest_kj_mol": 73.0,
  "lumo_energy_ev": [-5.96, -8.02],
  "homo_ev": [-13.04, -13.04],
  "s_squared": 6.034,
  "elements": ["H", "H", "C", "C", "C", "H", "C", "Sb", "C", "H", "H", "H", "C", "C", "H", "C", "H", "H", "C", "C", "H", "C", "H", "H", "C", "H", "C", "S", "C", "H", "C", "C", "N", "F", "O", "C", "H", "H", "C", "H", "C", "H", "C", "C", "H", "C", "C", "H", "H", "F", "H", "C", "C", "C", "H", "C", "C", "Sb", "C", "C", "C", "C", "C", "H", "H", "H", "N", "Ru", "C", "C", "H", "H", "H", "F", "C", "C", "H", "H", "H", "C", "H", "H", "H", "C", "C", "H", "C", "N", "C"],
  "coordinates": [[-3.2261, 1.6257, -5.6402], [1.4812, -3.2950, 2.2473], [4.0668, 0.2011, 1.5166], [0.1641, -5.2909, 0.4540], [1.4042, -5.8414, 0.1560], [2.5560, -0.7099, -2.3621], [2.3705, -5.0803, -0.4848], [-0.6212, 2.7492, -1.2316], [-3.8098, 0.7016, 1.2179], [2.0227, 1.7995, -1.2003], [0.0181, -3.1884, -3.2379], [-0.5900, -5.8853, 0.9529], [-2.6812, -1.4445, -2.1426], [-1.3842, 4.4098, -3.7046], [-1.6840, 0.5683, 1.1740], [1.3161, 0.9167, -3.0947], [3.3348, -5.5139, -0.7151], [-1.6779, -4.0973, -4.7625], [5.5593, 1.2367, 3.0571], [0.8565, -2.9244, 4.3343], [2.3375, 1.2902, 4.0854], [-1.3655, -1.8721, -2.2352], [-5.9221, 1.0484, 1.1014], [-4.6626, -1.6330, -2.9321], [0.8596, -3.2196, -0.5526], [-0.8627, 5.1914, -3.1641], [-0.7218, 2.7617, 3.3222], [3.5504, -0.8093, 0.1967], [-1.2163, 3.1026, 4.5555], [4.6306, 1.8438, 4.9047], [-3.6361, -1.9673, -3.0080], [-0.3767, 0.4614, 4.0592], [0.5998, -1.4057, 2.7324], [6.0641, 1.2882, -0.3010], [0.1557, 1.1941, 1.8264], [5.3503, 0.6452, 1.8219], [1.6170, -6.8689, 0.4185], [2.1269, 1.1442, -3.7940], [-2.4543, 2.0055, -0.2542], [-1.0469, 0.0946, 6.0708], [4.4856, 1.4220, 3.9216], [-3.4943, 3.4394, -1.4847], [-2.7170, 2.4092, -5.0943], [-0.2967, 1.4471, 3.0350], [1.2997, -1.1984, -3.5199], [1.0610, -2.6644, 3.0128], [-1.9497, 4.6839, -4.9414], [-1.0730, -3.5399, 0.3382], [-1.5106, 4.1231, 4.7586], [6.6858, -0.6734, 0.3727], [-2.9857, -0.7217, -1.4005], [-1.3356, 2.1261, 5.5476], [6.4407, 0.5772, 0.7832], [-2.6145, 3.6837, -5.6357], [1.0797, -3.7959, 4.9237], [-1.0027, -2.8281, -3.1787], [-3.5785, 2.6717, -0.7250], [0.2911, -1.2179, -1.0248], [-0.1044, -3.9753, 0.1105], [-1.9596, -3.3473, -4.0357], [-4.8289, 2.3288, -0.2275], [-4.9469, 1.3314, 0.7288], [-0.9253, 0.8368, 5.2923], [-5.7043, 2.8447, -0.5983], [-1.8739, 5.6804, -5.3552], [-3.8972, -0.0705, 1.9717], [3.0257, 0.4925, 2.3113], [1.4699, -0.1648, 1.0432], [-3.2765, -2.9138, -3.9535], [2.1024, -3.7655, -0.8463], [0.0161, -1.6824, 5.8185], [-3.0583, 3.8969, -6.5986], [-2.2766, 1.1365, -3.4309], [7.5792, 1.1001, 1.2394], [-2.1733, 2.1314, -3.8487], [1.5237, -0.5546, -2.6715], [2.8548, -3.1857, -1.3673], [0.3873, 1.0160, -3.6636], [-4.0234, -3.3209, -4.6215], [-1.4984, 3.1344, -3.1590], [-0.6420, 3.4902, 2.5246], [1.6842, 2.9680, -2.4989], [-1.7561, 2.3799, 6.5104], [0.1404, -0.8797, 3.8676], [-2.5521, 1.0510, 0.7465], [6.5546, 1.5528, 3.3382], [1.3715, 2.0263, -2.0462], [0.2811, -1.8007, 4.8554], [3.2181, 1.0866, 3.4883]]
}